[1]
DFT (ωB97M-V with the def2-TZVPD basis set) results for a cluster of 13 separate species, C58H144N15O17P3 in total.

Summary:
- Lowest unoccupied orbital energy: 0.3 eV
- ΔE to the lowest compared entry with this formula, charge and spin: 2.145 eV

Structure (ORCA input):
```
! RIJCOSX wB97M-V def2-TZVPD def2/J DEFGRID3
* xyz 0 1
O 6.713 0.958 -4.245
P 7.595 2.008 -4.764
N 9.024 1.397 -5.420
C 9.089 0.775 -6.718
C 10.153 1.054 -4.513
N 8.058 3.209 -3.577
C 9.147 4.257 -3.793
C 7.139 3.587 -2.531
N 6.887 2.965 -5.945
C 5.456 3.145 -5.919
C 7.646 3.938 -6.738
H 8.629 1.507 -7.383
H 8.523 -0.156 -6.743
H 10.121 0.620 -7.032
H 10.963 0.553 -5.043
H 9.874 0.427 -3.666
H 10.647 1.950 -4.138
H 9.732 3.841 -4.613
H 8.720 5.251 -3.923
H 9.712 4.413 -2.874
H 6.926 2.692 -1.947
H 7.566 4.376 -1.911
H 6.251 3.957 -3.044
H 5.220 4.208 -5.963
H 4.934 2.444 -6.570
H 5.094 2.825 -4.942
H 7.771 4.830 -6.124
H 7.155 4.276 -7.651
H 8.636 3.584 -7.024
O 1.882 -1.201 10.786
P 1.837 -2.362 9.861
N 3.226 -3.338 9.696
C 3.332 -4.516 10.547
C 4.493 -2.729 9.291
N 1.591 -1.841 8.246
C 1.757 -2.757 7.123
C 0.881 -0.577 7.952
N 0.537 -3.442 10.142
C -0.060 -3.423 11.474
C 0.307 -4.663 9.297
H 4.274 -5.031 10.358
H 2.516 -5.195 10.297
H 3.183 -4.292 11.603
H 5.084 -2.439 10.159
H 4.336 -1.830 8.695
H 5.121 -3.472 8.800
H 2.226 -2.164 6.337
H 2.452 -3.568 7.343
H 0.789 -3.147 6.809
H -0.148 -0.920 7.852
H 1.063 0.191 8.704
H 1.269 -0.202 7.005
H -0.234 -2.411 11.841
H -0.968 -4.022 11.411
H 0.564 -3.959 12.190
H 0.897 -4.687 8.380
H -0.749 -4.633 9.029
H 0.463 -5.524 9.948
O -3.284 0.741 -2.235
P -3.019 0.443 -0.804
N -3.996 -0.736 -0.014
C -4.365 -0.807 1.424
C -4.560 -1.881 -0.779
N -3.160 1.841 0.227
C -4.386 2.744 0.109
C -2.349 2.109 1.441
N -1.371 -0.093 -0.532
C -0.288 0.654 -1.156
C -0.976 -1.445 -0.188
H -4.860 0.149 1.594
H -3.435 -0.992 1.962
H -5.103 -1.599 1.547
H -4.099 -2.055 -1.751
H -5.645 -1.831 -0.872
H -4.457 -2.771 -0.159
H -5.116 2.469 0.871
H -4.108 3.742 0.448
H -4.885 2.598 -0.849
H -2.952 2.606 2.202
H -2.084 1.176 1.938
H -1.404 2.611 1.231
H -0.034 0.132 -2.079
H -0.624 1.588 -1.607
H 0.598 0.710 -0.523
H 0.044 -1.441 0.196
H -1.074 -2.043 -1.095
H -1.555 -1.896 0.618
O -7.938 -1.271 -6.622
C -7.265 -0.764 -7.514
O -7.839 0.028 -8.499
C -6.933 0.537 -9.420
C -5.817 -0.472 -9.351
C -5.781 -0.958 -7.901
H -6.649 1.582 -9.297
H -7.445 0.544 -10.383
H -4.854 -0.021 -9.591
H -5.881 -1.304 -10.053
H -5.077 -0.445 -7.247
H -5.454 -1.997 -7.852
O -5.305 -10.933 -2.455
C -5.989 -10.129 -3.094
O -7.061 -10.469 -3.796
C -7.557 -9.314 -4.453
C -7.103 -8.148 -3.619
C -5.749 -8.636 -3.225
H -8.644 -9.314 -4.535
H -7.216 -9.300 -5.489
H -7.843 -8.143 -2.819
H -7.043 -7.186 -4.129
H -5.265 -8.304 -2.307
H -5.054 -8.475 -4.050
O -0.257 -4.769 -6.212
C 0.956 -4.876 -6.427
O 1.741 -5.581 -5.684
C 3.173 -5.414 -5.926
C 3.200 -4.468 -7.162
C 1.735 -4.252 -7.509
H 3.597 -6.407 -6.074
H 3.713 -4.867 -5.153
H 3.766 -4.940 -7.965
H 3.624 -3.484 -6.961
H 1.664 -4.748 -8.477
H 1.401 -3.225 -7.655
O -6.693 3.963 6.011
C -6.072 4.738 6.691
O -5.164 4.290 7.546
C -4.600 5.351 8.319
C -4.885 6.610 7.406
C -6.176 6.284 6.864
H -3.567 5.183 8.625
H -5.174 5.522 9.230
H -4.118 6.679 6.635
H -4.890 7.505 8.028
H -6.379 6.894 5.983
H -7.080 6.302 7.473
C -0.573 13.333 0.448
C -1.489 13.584 -0.778
C -2.971 13.402 -0.453
O -3.085 12.033 -0.128
C -4.389 11.689 0.092
N -1.211 15.008 -1.136
H -0.738 12.354 0.898
H -0.711 14.114 1.196
H 0.476 13.491 0.197
H -1.225 12.905 -1.589
H -3.582 13.644 -1.323
H -3.239 14.097 0.343
H -4.837 12.009 1.033
H -4.407 10.599 0.098
H -5.014 12.022 -0.737
H -1.548 15.173 -2.074
H -0.206 15.106 -1.114
C 7.804 -5.002 -1.097
C 7.741 -6.210 -0.177
C 6.402 -6.980 -0.502
O 5.244 -6.156 -0.274
C 4.063 -6.914 -0.219
N 8.924 -6.997 -0.054
H 8.332 -4.232 -0.534
H 6.846 -4.725 -1.538
H 8.421 -5.340 -1.929
H 7.653 -5.780 0.821
H 6.382 -7.886 0.104
H 6.440 -7.271 -1.552
H 3.875 -7.381 -1.186
H 3.198 -6.321 0.080
H 4.224 -7.660 0.559
H 9.538 -6.996 -0.856
H 9.485 -6.464 0.596
C -9.740 3.329 -3.653
C -10.922 2.573 -2.971
C -10.419 1.733 -1.766
O -11.587 0.963 -1.400
C -11.338 -0.056 -0.425
N -12.130 3.452 -2.682
H -8.846 2.712 -3.742
H -9.407 3.994 -2.856
H -9.974 4.035 -4.449
H -11.158 1.852 -3.754
H -10.107 2.347 -0.921
H -9.634 1.006 -1.974
H -10.551 -0.760 -0.697
H -12.222 -0.604 -0.099
H -10.912 0.470 0.429
H -11.812 4.271 -2.184
H -12.277 3.812 -3.614
C -2.780 6.276 -6.300
C -1.342 6.143 -5.825
C -1.050 6.714 -4.379
O 0.344 6.594 -4.234
C 0.890 7.370 -3.167
N -0.958 4.692 -6.072
H -3.337 5.543 -5.717
H -2.819 6.066 -7.369
H -3.263 7.212 -6.020
H -0.651 6.608 -6.529
H -1.659 6.173 -3.655
H -1.264 7.783 -4.364
H 1.976 7.305 -3.222
H 0.611 6.982 -2.187
H 0.628 8.427 -3.128
H 0.046 4.656 -5.967
H -1.334 4.129 -5.323
C -3.135 -8.418 3.681
C -2.762 -9.798 4.227
C -4.055 -10.411 4.975
O -4.589 -9.566 5.998
C -4.155 -9.828 7.331
N -2.323 -10.631 3.091
H -4.039 -8.466 3.074
H -2.333 -8.010 3.066
H -3.339 -7.666 4.443
H -1.926 -9.691 4.918
H -3.662 -11.319 5.434
H -4.810 -10.683 4.237
H -4.462 -9.040 8.019
H -3.076 -9.679 7.293
H -4.354 -10.840 7.682
H -2.200 -11.595 3.368
H -3.032 -10.651 2.372
C 11.120 1.135 2.414
C 10.806 1.314 3.907
C 9.849 0.232 4.526
O 8.616 0.582 4.048
C 7.876 -0.387 3.311
N 12.116 1.364 4.582
H 11.707 1.944 1.978
H 10.146 1.090 1.928
H 11.668 0.218 2.194
H 10.367 2.306 4.007
H 9.918 0.390 5.602
H 10.132 -0.800 4.318
H 6.955 0.083 2.967
H 7.548 -1.192 3.969
H 8.577 -0.723 2.546
H 11.983 1.369 5.583
H 12.529 0.456 4.422
*
```

Atomic partial charges in e from the Mulliken method, atoms 1 to 99:
1 O -0.88
2 P 0.35
3 N 0.27
4 C -1.03
5 C -1.00
6 N 0.20
7 C -1.14
8 C -1.01
9 N 0.34
10 C -1.19
11 C -1.08
12 H 0.34
13 H 0.28
14 H 0.40
15 H 0.42
16 H 0.30
17 H 0.30
18 H 0.38
19 H 0.39
20 H 0.31
21 H 0.27
22 H 0.42
23 H 0.28
24 H 0.42
25 H 0.29
26 H 0.34
27 H 0.33
28 H 0.37
29 H 0.34
30 O -0.88
31 P 0.48
32 N 0.26
33 C -0.90
34 C -1.01
35 N 0.33
36 C -1.17
37 C -1.04
38 N 0.19
39 C -0.99
40 C -1.16
41 H 0.36
42 H 0.22
43 H 0.29
44 H 0.37
45 H 0.31
46 H 0.34
47 H 0.37
48 H 0.39
49 H 0.27
50 H 0.35
51 H 0.27
52 H 0.32
53 H 0.26
54 H 0.38
55 H 0.30
56 H 0.29
57 H 0.31
58 H 0.51
59 O -0.81
60 P 0.26
61 N 0.23
62 C -0.94
63 C -1.09
64 N 0.18
65 C -1.03
66 C -1.03
67 N 0.40
68 C -1.19
69 C -0.98
70 H 0.20
71 H 0.22
72 H 0.48
73 H 0.29
74 H 0.37
75 H 0.42
76 H 0.34
77 H 0.39
78 H 0.30
79 H 0.47
80 H 0.31
81 H 0.24
82 H 0.42
83 H 0.34
84 H 0.33
85 H 0.37
86 H 0.32
87 H 0.20
88 O -0.58
89 C 0.54
90 O -0.36
91 C -0.36
92 C -0.47
93 C -0.41
94 H 0.25
95 H 0.27
96 H 0.30
97 H 0.27
98 H 0.27
99 H 0.27

[2]
DFT (ωB97M-V with the def2-TZVPD basis set) results for a cluster of 11 separate species, C58H147N9O22 in total.

Summary:
- SMILES string: COCCNCCOC.COCCNCCOC.COCCNCCOC.COCCNCCOC.COCCNCCOC.COCCNCCOC.COCCNCCOC.COCCNCCOC.COCCNCCOC.OCCO.OCCO
- Lowest unoccupied orbital energy: 0.3 eV
- ΔE to the lowest compared entry with this formula, charge and spin: 8.834 eV

Structure (ORCA input):
```
! RIJCOSX wB97M-V def2-TZVPD def2/J DEFGRID3
* xyz 0 1
C -6.786 -11.322 -7.913
O -5.925 -11.919 -7.059
C -6.401 -12.189 -5.706
C -5.263 -12.660 -4.743
N -4.418 -11.543 -4.477
C -3.226 -11.944 -3.879
C -2.108 -10.876 -3.845
O -2.084 -10.178 -2.684
C -0.976 -9.344 -2.514
H -6.363 -11.279 -8.917
H -6.771 -10.242 -7.766
H -7.797 -11.729 -7.875
H -7.107 -13.017 -5.765
H -7.081 -11.405 -5.370
H -4.738 -13.477 -5.239
H -5.661 -13.080 -3.819
H -4.382 -11.027 -5.345
H -2.896 -12.745 -4.540
H -3.586 -12.418 -2.966
H -2.149 -10.287 -4.762
H -1.193 -11.436 -4.036
H -1.185 -8.398 -3.014
H 0.006 -9.608 -2.906
H -0.711 -9.077 -1.491
C 9.000 11.369 2.840
O 9.749 10.656 3.788
C 10.872 10.018 3.265
C 10.520 8.682 2.738
N 10.628 8.835 1.270
C 9.855 7.704 0.640
C 10.308 7.725 -0.923
O 9.794 8.801 -1.632
C 9.996 8.818 -3.005
H 9.568 11.855 2.046
H 8.655 12.038 3.628
H 8.197 10.782 2.393
H 11.452 9.703 4.133
H 11.503 10.604 2.597
H 9.467 8.598 3.006
H 11.173 7.870 3.059
H 10.524 9.721 0.798
H 8.767 7.715 0.701
H 10.254 6.839 1.170
H 9.916 6.869 -1.473
H 11.386 7.678 -1.075
H 9.565 7.982 -3.557
H 11.038 8.935 -3.301
H 9.554 9.726 -3.414
C 3.797 -0.564 -13.001
O 4.249 -1.136 -11.785
C 4.725 -0.225 -10.785
C 3.494 0.640 -10.106
N 2.340 -0.034 -9.452
C 2.813 -0.391 -8.062
C 1.902 -1.504 -7.421
O 1.837 -2.645 -8.330
C 1.102 -3.783 -7.744
H 3.567 -1.499 -13.511
H 4.569 -0.030 -13.556
H 2.848 -0.028 -13.005
H 5.400 0.414 -11.355
H 5.216 -0.850 -10.038
H 3.046 1.280 -10.867
H 3.838 1.355 -9.359
H 2.166 -0.931 -9.882
H 2.747 0.428 -7.346
H 3.833 -0.772 -8.012
H 0.931 -1.018 -7.331
H 2.283 -1.611 -6.405
H 1.487 -4.155 -6.794
H 1.223 -4.565 -8.493
H 0.059 -3.644 -7.459
C -5.236 11.655 -4.548
O -5.167 10.678 -3.552
C -5.642 9.371 -3.945
C -4.890 8.516 -4.842
N -3.566 8.130 -4.343
C -2.942 7.122 -5.283
C -1.518 6.734 -4.801
O -0.546 7.774 -5.161
C 0.791 7.589 -4.675
H -4.908 11.335 -5.537
H -4.666 12.553 -4.306
H -6.281 11.965 -4.563
H -6.668 9.494 -4.294
H -5.732 8.942 -2.948
H -4.814 8.940 -5.844
H -5.469 7.606 -4.994
H -3.007 8.971 -4.335
H -2.827 7.492 -6.302
H -3.528 6.212 -5.412
H -1.292 5.741 -5.191
H -1.536 6.742 -3.711
H 1.408 8.485 -4.599
H 1.205 6.965 -5.466
H 0.941 6.999 -3.772
C -3.898 -4.354 -1.166
O -3.698 -2.950 -1.117
C -2.454 -2.547 -0.468
C -1.977 -1.237 -0.976
N -0.940 -0.569 -0.237
C -0.405 0.725 -0.656
C 1.015 0.909 -0.045
O 1.554 1.779 -1.019
C 2.996 1.885 -0.933
H -4.710 -4.472 -1.883
H -4.306 -4.775 -0.248
H -3.151 -4.942 -1.699
H -1.653 -3.201 -0.813
H -2.560 -2.528 0.617
H -2.910 -0.718 -1.197
H -1.619 -1.351 -1.999
H -1.183 -0.569 0.743
H -1.042 1.605 -0.562
H -0.168 0.630 -1.716
H 1.553 -0.038 -0.009
H 1.009 1.319 0.965
H 3.330 2.025 0.095
H 3.426 2.704 -1.509
H 3.548 0.967 -1.133
C -7.896 -6.267 11.747
O -7.404 -6.056 10.423
C -7.923 -4.792 9.906
C -7.342 -4.746 8.486
N -7.544 -3.400 7.882
C -7.525 -3.224 6.394
C -6.802 -2.028 5.951
O -6.988 -0.959 6.837
C -6.647 0.281 6.254
H -7.498 -7.210 12.122
H -8.970 -6.380 11.897
H -7.592 -5.452 12.404
H -7.467 -3.998 10.498
H -9.003 -4.761 10.053
H -7.866 -5.571 8.004
H -6.257 -4.827 8.550
H -6.886 -2.728 8.250
H -8.569 -3.003 6.171
H -7.253 -4.140 5.869
H -7.015 -1.797 4.907
H -5.726 -2.155 5.832
H -6.632 0.977 7.093
H -7.597 0.625 5.845
H -5.749 0.347 5.640
C -1.976 7.062 2.093
O -3.212 7.553 2.572
C -3.886 8.529 1.803
C -5.330 8.555 2.313
N -5.475 8.464 3.744
C -6.701 7.976 4.351
C -7.898 8.801 3.769
O -8.338 8.618 2.418
C -8.914 7.344 2.085
H -2.002 6.406 1.222
H -1.776 6.381 2.920
H -1.316 7.925 2.011
H -3.716 8.307 0.749
H -3.569 9.568 1.898
H -5.814 7.664 1.913
H -5.809 9.427 1.867
H -4.728 7.827 3.983
H -6.586 7.954 5.435
H -6.663 6.894 4.232
H -7.645 9.860 3.813
H -8.764 8.716 4.426
H -8.152 6.624 1.784
H -9.397 7.425 1.111
H -9.753 6.993 2.687
C 5.837 -4.064 2.639
O 6.633 -4.654 3.606
C 6.503 -3.830 4.758
C 7.666 -2.824 4.943
N 8.636 -3.147 5.967
C 9.580 -4.040 5.399
C 10.777 -4.317 6.233
O 11.539 -5.233 5.466
C 12.956 -5.144 5.663
H 5.907 -4.578 1.680
H 6.260 -3.112 2.320
H 4.779 -3.992 2.892
H 6.591 -4.575 5.549
H 5.489 -3.438 4.835
H 6.991 -2.041 5.288
H 8.157 -2.414 4.060
H 9.108 -2.274 6.156
H 10.074 -3.672 4.499
H 9.088 -5.011 5.356
H 10.446 -4.873 7.110
H 11.371 -3.424 6.431
H 13.185 -4.763 6.658
H 13.460 -4.575 4.882
H 13.277 -6.186 5.668
C -2.827 -8.379 4.848
O -2.070 -7.795 5.938
C -1.128 -6.801 5.513
C 0.044 -6.691 6.484
N 0.029 -5.800 7.600
C -1.097 -6.033 8.511
C -1.309 -4.952 9.548
O -1.937 -3.939 8.865
C -2.055 -2.726 9.725
H -2.284 -8.690 3.955
H -3.796 -7.950 4.594
H -3.243 -9.320 5.206
H -1.728 -5.895 5.424
H -0.752 -7.130 4.544
H 0.924 -6.466 5.881
H 0.194 -7.609 7.052
H 0.190 -4.833 7.357
H -0.968 -6.997 9.003
H -2.008 -6.214 7.941
H -0.332 -4.572 9.850
H -2.023 -5.195 10.335
H -2.599 -1.920 9.233
H -1.055 -2.306 9.824
H -2.598 -2.889 10.657
O -9.929 1.325 -6.375
C -9.320 0.051 -6.119
C -9.190 -0.494 -4.633
O -7.810 -0.410 -4.184
H -9.342 1.787 -6.978
H -9.901 -0.670 -6.693
H -8.352 -0.136 -6.584
H -9.523 -1.528 -4.538
H -9.827 0.062 -3.945
H -7.744 -0.854 -3.335
O 9.520 1.032 -5.967
C 10.145 2.246 -5.389
C 11.262 2.102 -4.356
O 10.605 1.521 -3.161
H 9.920 0.936 -6.834
H 10.578 2.893 -6.152
H 9.381 2.864 -4.917
H 11.765 3.019 -4.047
H 11.972 1.524 -4.948
H 11.197 1.045 -2.574
*
```

Atomic partial charges in e from the Mulliken method, atoms 1 to 99:
1 C -0.77
2 O -0.34
3 C -0.75
4 C -0.64
5 N -0.30
6 C -0.59
7 C -0.48
8 O -0.30
9 C -0.83
10 H 0.27
11 H 0.30
12 H 0.31
13 H 0.47
14 H 0.42
15 H 0.35
16 H 0.36
17 H 0.27
18 H 0.37
19 H 0.29
20 H 0.31
21 H 0.35
22 H 0.31
23 H 0.34
24 H 0.29
25 C -0.66
26 O -0.41
27 C -0.65
28 C -0.45
29 N -0.31
30 C -0.63
31 C -0.62
32 O -0.30
33 C -0.78
34 H 0.30
35 H 0.30
36 H 0.22
37 H 0.29
38 H 0.44
39 H 0.29
40 H 0.39
41 H 0.27
42 H 0.29
43 H 0.33
44 H 0.44
45 H 0.35
46 H 0.30
47 H 0.32
48 H 0.26
49 C -0.74
50 O -0.36
51 C -0.36
52 C -0.80
53 N -0.41
54 C -0.49
55 C -0.63
56 O -0.27
57 C -0.79
58 H 0.26
59 H 0.32
60 H 0.31
61 H 0.39
62 H 0.23
63 H 0.34
64 H 0.44
65 H 0.32
66 H 0.37
67 H 0.28
68 H 0.33
69 H 0.40
70 H 0.31
71 H 0.24
72 H 0.31
73 C -0.71
74 O -0.31
75 C -0.70
76 C -0.51
77 N -0.30
78 C -0.64
79 C -0.56
80 O -0.34
81 C -0.72
82 H 0.27
83 H 0.25
84 H 0.29
85 H 0.43
86 H 0.27
87 H 0.34
88 H 0.39
89 H 0.22
90 H 0.33
91 H 0.44
92 H 0.39
93 H 0.33
94 H 0.26
95 H 0.28
96 H 0.29
97 C -0.77
98 O -0.27
99 C -0.35

no.,HOMO-LUMO gap (eV)
1,8.370
2,8.376